{
  "formula": "C60H49EuINO2P3S",
  "method": "ωB97M-V/def2-TZVPD",
  "total_charge": -1,
  "multiplicity": 7,
  "homo_ev": [-4.70, -4.70],
  "total_energy_ha": -4951.41322,
  "symbols": ["Eu", "C", "P", "C", "C", "C", "C", "C", "C", "C", "C", "C", "C", "C", "C", "C", "C", "C", "C", "C", "P", "C", "C", "C", "C", "C", "C", "C", "C", "C", "C", "C", "C", "N", "H", "H", "H", "H", "H", "H", "H", "H", "H", "H", "H", "H", "H", "H", "H", "H", "H", "H", "H", "H", "H", "H", "H", "H", "H", "H", "C", "C", "C", "C", "C", "C", "P", "C", "C", "C", "C", "C", "C", "C", "C", "C", "C", "C", "C", "C", "C", "C", "C", "H", "H", "H", "H", "H", "H", "H", "H", "H", "H", "H", "H", "H", "H", "H", "H", "I", "C", "H", "H", "O", "C", "O", "C", "C", "C", "C", "S", "C", "C", "H", "H", "H", "H", "H"],
  "xyz": [[0.2023, -0.1559, -0.8110], [0.4594, 1.0087, -4.4238], [2.1598, 0.2566, -4.7778], [3.0758, -0.2367, -3.2462], [2.6502, -1.3278, -2.4733], [3.4462, -1.8488, -1.4588], [4.6941, -1.3069, -1.2056], [5.1393, -0.2468, -1.9771], [4.3464, 0.2769, -2.9854], [3.1487, 1.7233, -5.2794], [3.0798, 2.9629, -4.6474], [3.8468, 4.0238, -5.1079], [4.7092, 3.8541, -6.1824], [4.8070, 2.6146, -6.7976], [4.0227, 1.5597, -6.3538], [0.0215, 2.0216, -3.4093], [-0.2285, 3.3608, -3.6486], [-0.8721, 3.8627, -2.4982], [-0.9979, 2.8004, -1.6271], [-1.6518, 2.8277, -0.2775], [-0.5350, 2.2333, 1.0812], [-1.6506, 2.3690, 2.5422], [-2.4453, 3.4854, 2.7972], [-3.1911, 3.5611, 3.9608], [-3.1428, 2.5295, 4.8913], [-2.3265, 1.4336, 4.6651], [-1.5839, 1.3571, 3.4931], [0.4393, 3.7373, 1.4901], [1.0905, 3.7554, 2.7232], [1.8066, 4.8690, 3.1260], [1.8943, 5.9777, 2.2946], [1.2723, 5.9555, 1.0564], [0.5484, 4.8410, 0.6540], [-0.4654, 1.6613, -2.1762], [0.2564, 1.4233, -5.4159], [-0.1949, 0.1405, -4.3306], [1.7408, -1.8663, -2.7220], [3.0919, -2.7045, -0.8951], [5.3183, -1.7055, -0.4153], [6.1091, 0.1942, -1.7821], [4.7241, 1.1063, -3.5646], [2.4446, 3.0900, -3.7819], [3.7741, 4.9891, -4.6215], [5.3121, 4.6833, -6.5323], [5.4864, 2.4713, -7.6293], [4.0956, 0.5898, -6.8329], [0.0092, 3.9075, -4.5494], [-1.2465, 4.8653, -2.3437], [-2.0042, 3.8380, -0.0645], [-2.5160, 2.1553, -0.2307], [-2.4620, 4.3053, 2.0890], [-3.8033, 4.4337, 4.1536], [-3.7299, 2.5914, 5.7994], [-2.2666, 0.6394, 5.4003], [-0.9259, 0.5142, 3.3116], [1.0408, 2.8887, 3.3726], [2.3000, 4.8715, 4.0903], [2.4550, 6.8487, 2.6109], [1.3569, 6.8090, 0.3948], [0.0907, 4.8266, -0.3258], [-6.6542, 1.0206, 0.4091], [-5.7194, 1.1763, -0.6052], [-4.4891, 0.5504, -0.5117], [-4.1732, -0.2544, 0.5862], [-5.1127, -0.3978, 1.6005], [-6.3444, 0.2380, 1.5098], [-2.5288, -1.0806, 0.4481], [-2.4617, -2.1663, 1.9286], [-2.1115, -3.5069, 1.7976], [-2.0293, -4.3255, 2.9141], [-2.2681, -3.8153, 4.1783], [-2.5924, -2.4738, 4.3238], [-2.6925, -1.6590, 3.2084], [-3.0599, -2.3571, -0.7830], [-4.2035, -3.0646, -0.4861], [-4.7111, -4.0323, -1.3613], [-4.0659, -4.2648, -2.5421], [-2.8826, -3.5723, -2.8721], [-2.2445, -3.8389, -4.1046], [-1.1102, -3.1606, -4.4245], [-0.5627, -2.2303, -3.5173], [-1.0963, -1.9016, -2.2819], [-2.3239, -2.6003, -1.9789], [-7.6229, 1.4984, 0.3332], [-5.9478, 1.7839, -1.4719], [-3.7622, 0.6553, -1.3124], [-4.9112, -1.0275, 2.4555], [-7.0706, 0.1125, 2.3037], [-1.9036, -3.9150, 0.8188], [-1.7575, -5.3663, 2.7888], [-2.2044, -4.4579, 5.0479], [-2.7703, -2.0600, 5.3096], [-2.9551, -0.6192, 3.3301], [-4.7291, -2.8781, 0.4413], [-5.6119, -4.5764, -1.1045], [-4.4581, -4.9779, -3.2593], [-2.6673, -4.5819, -4.7715], [-0.6130, -3.3329, -5.3728], [0.3545, -1.7672, -3.8680], [2.6138, 1.6896, -0.2050], [0.9492, -1.3870, 1.2923], [0.3174, -1.2838, 2.1865], [1.9119, -0.9338, 1.5518], [6.6954, -3.8030, 5.3166], [5.4457, -4.2999, 5.4754], [5.2116, -4.9895, 6.4305], [4.4465, -3.9701, 4.4244], [3.2755, -4.7227, 4.3751], [2.3135, -4.4747, 3.4131], [2.4944, -3.4570, 2.4782], [1.3061, -3.1741, 1.1928], [3.6529, -2.6818, 2.5409], [4.6158, -2.9386, 3.4969], [6.7614, -3.3005, 4.4996], [3.1401, -5.5056, 5.1100], [1.4050, -5.0621, 3.3822], [3.7899, -1.8779, 1.8281], [5.4960, -2.3032, 3.5106]],
  "mulliken_spin": [6.177, 0.003, 0.000, -0.005, 0.016, -0.005, 0.002, -0.002, 0.003, 0.000, -0.001, 0.000, 0.000, 0.000, 0.000, -0.003, 0.000, -0.004, -0.011, 0.006, -0.006, -0.004, -0.001, 0.000, 0.000, 0.000, 0.002, 0.001, -0.001, 0.000, -0.001, 0.001, 0.001, -0.017, 0.000, -0.002, -0.009, 0.001, 0.000, 0.000, 0.000, 0.001, 0.000, 0.000, 0.000, 0.000, 0.000, 0.000, 0.000, 0.001, 0.000, 0.000, 0.000, 0.000, 0.000, 0.000, 0.000, 0.000, 0.000, 0.000, 0.000, 0.000, 0.002, -0.001, -0.001, 0.000, -0.023, -0.005, 0.005, 0.001, 0.000, 0.000, 0.000, -0.003, 0.000, 0.000, 0.000, -0.002, 0.002, -0.003, -0.022, -0.013, -0.040, 0.000, 0.000, 0.001, 0.000, 0.000, 0.000, 0.000, 0.000, 0.000, 0.000, 0.000, 0.000, 0.000, 0.000, 0.000, -0.001, -0.020, -0.020, 0.003, -0.001, 0.000, 0.000, 0.000, 0.000, 0.000, 0.000, 0.000, 0.000, -0.001, 0.000, 0.000, 0.000, 0.000, 0.001, 0.000]
}


{
  "formula": "C6H14N2OSi",
  "method": "ωB97M-V/def2-TZVPD",
  "total_charge": 0,
  "homo_ev": -9.89,
  "total_energy_ha": -711.25287,
  "smiles": "C[SiH2]CCC(N)=O.CC#N",
  "relative_energy_kj_mol": 0.0,
  "symbols": ["C", "Si", "C", "C", "C", "N", "O", "H", "H", "H", "H", "H", "H", "H", "H", "H", "H", "H", "C", "C", "N", "H", "H", "H"],
  "xyz": [[0.7655, -0.7494, -1.0553], [1.3743, 1.0250, -1.1412], [-0.0360, 2.2799, -0.9983], [-1.3344, 1.6857, -0.4548], [-2.0374, 0.7677, -1.4339], [-3.1281, -0.0181, -0.9226], [-1.7259, 0.7024, -2.5906], [0.1256, -0.9664, -1.9083], [0.2210, -0.8996, -0.1229], [1.6266, -1.4185, -1.0694], [2.3179, 1.2392, -0.0109], [2.1499, 1.2337, -2.3865], [0.2949, 3.0713, -0.3224], [-0.2085, 2.7270, -1.9771], [-1.1749, 1.1333, 0.4751], [-2.0524, 2.4783, -0.2089], [-3.5820, 0.5047, -0.1771], [-2.7431, -0.8438, -0.4672], [1.9788, -2.4549, 2.9358], [0.6318, -2.0735, 2.5293], [-0.4224, -1.7713, 2.1949], [1.9812, -3.4847, 3.2874], [2.6558, -2.3650, 2.0882], [2.3220, -1.8030, 3.7366]],
  "lowdin_charge": [-0.254, 0.623, -0.328, -0.208, -0.529, 0.104, 0.092, 0.023, -0.017, 0.019, -0.050, -0.046, 0.064, 0.070, 0.106, 0.122, 0.077, 0.088, -0.061, -0.277, 0.131, 0.084, 0.082, 0.084]
}


{
  "formula": "C18H35N2O6S",
  "method": "ωB97M-V/def2-TZVPD",
  "total_charge": 1,
  "homo_ev": -11.24,
  "total_energy_ha": -1665.82780,
  "smiles": "CCC[C@H]1C[C@H](C(=O)N[C@@H]([C@H]2O[C@H](SC)[C@@H](O)[C@@H](O)[C@H]2O)[C@@H](C)O)[N@@H+](C)C1",
  "relative_energy_kj_mol": 0.0,
  "symbols": ["C", "H", "C", "H", "C", "C", "C", "N", "C", "H", "H", "H", "C", "H", "C", "H", "H", "C", "O", "N", "H", "C", "H", "C", "C", "H", "H", "H", "O", "H", "H", "C", "C", "O", "H", "H", "C", "H", "O", "H", "C", "O", "H", "C", "O", "H", "S", "C", "H", "H", "H", "H", "H", "H", "H", "H", "H", "H", "H", "H", "H", "H"],
  "xyz": [[5.1770, -2.9380, 0.2765], [4.6792, -1.9968, 0.4978], [4.3330, -3.8241, -0.6319], [4.0779, -3.2807, -1.5432], [3.0583, -4.3419, 0.0383], [2.0798, -3.2370, 0.4306], [0.8043, -3.7750, 1.0797], [-0.1388, -2.6447, 0.9904], [-1.5550, -2.9901, 1.1242], [-1.7349, -3.4440, 2.0964], [-1.8439, -3.6932, 0.3439], [-2.1506, -2.0818, 1.0357], [0.1972, -1.8624, -0.2272], [-0.6175, -1.9048, -0.9497], [1.5112, -2.4504, -0.7585], [2.1914, -1.6734, -1.1003], [1.3181, -3.1287, -1.5906], [0.3630, -0.4165, 0.3014], [0.4748, -0.2906, 1.5113], [0.4279, 0.5413, -0.6166], [0.2156, 0.2795, -1.5687], [0.2316, 1.9561, -0.3348], [0.5404, 2.4952, -1.2384], [1.0954, 2.4697, 0.8490], [2.5725, 2.1694, 0.6134], [3.1581, 2.6254, 1.4071], [2.7558, 1.0998, 0.6236], [2.9004, 2.5767, -0.3420], [0.8628, 3.8389, 1.0312], [1.3492, 4.3439, 0.3677], [0.7587, 1.9967, 1.7747], [-1.2546, 2.2987, -0.1134], [-2.0832, 1.2650, 0.6735], [-2.1660, 0.0101, 0.0203], [-2.8127, 0.1224, -0.6991], [-1.6229, 1.0794, 1.6470], [-3.4912, 1.8659, 0.8796], [-3.4028, 2.7798, 1.4741], [-4.3219, 1.0047, 1.5969], [-4.5834, 0.2785, 1.0151], [-4.1029, 2.2238, -0.4912], [-4.3962, 1.0035, -1.1605], [-4.9656, 1.1788, -1.9170], [-3.1226, 3.0680, -1.3174], [-1.8476, 2.5047, -1.3913], [-3.4653, 3.1437, -2.3551], [-3.0990, 4.7733, -0.6265], [-2.2267, 5.5956, -1.9892], [-1.3177, 5.0446, -2.2093], [-2.8740, 5.6449, -2.8601], [-1.9882, 6.5954, -1.6437], [-5.0218, 2.7985, -0.3271], [-1.2809, 3.2457, 0.4476], [0.1013, -1.9168, 1.7350], [0.9400, -4.0847, 2.1148], [0.4095, -4.6159, 0.5033], [2.5691, -2.5493, 1.1247], [2.5595, -5.0370, -0.6409], [3.3337, -4.8959, 0.9374], [4.9277, -4.6899, -0.9256], [5.3911, -3.4462, 1.2133], [6.1223, -2.7076, -0.2065]],
  "lowdin_charge": [-0.097, 0.062, -0.248, 0.104, -0.176, -0.291, -0.065, -0.121, 0.026, 0.115, 0.114, 0.095, -0.142, 0.161, -0.061, 0.129, 0.136, -0.434, 0.086, 0.157, 0.170, -0.159, 0.168, -0.392, -0.016, 0.093, 0.069, 0.090, -0.008, 0.109, 0.143, -0.227, -0.218, -0.026, 0.094, 0.163, -0.281, 0.162, 0.026, 0.099, -0.305, -0.009, 0.125, -0.534, -0.089, 0.134, 0.915, -0.364, 0.034, 0.039, 0.036, 0.155, 0.125, 0.167, 0.152, 0.147, 0.147, 0.121, 0.125, 0.113, 0.081, 0.077]
}